This record from OMol25 describes a molecular structure, C41H48N4O6OsP2S4. The level of theory is ωB97M-V with the def2-TZVPD basis set.

Output
orbital gap (alpha / beta) = 0.182 / 0.177 hartree
total energy = -4627.38058 hartree
energy above the lowest of the compared OMol25 structures with the same formula, charge and spin = 0.0 kcal per mole
lowest unoccupied orbital energy (alpha / beta) = -7.5 / -7.7 eV
HOMO (alpha / beta) = -0.4593 / -0.4593 hartree
spin multiplicity = 1
net charge = +2

CARTESIAN COORDINATES (ANGSTROEM)
1 Os 0.310248 -0.050384 -0.687455
2 C -1.163505 6.948059 1.307787
3 S -2.079463 6.337324 2.734740
4 C -1.789948 4.567049 2.545509
5 C -0.383071 4.116882 2.914309
6 C -0.176017 2.616203 2.786802
7 N -0.126253 2.063280 1.406096
8 P -1.206602 0.942145 0.726998
9 C -2.096651 0.193979 2.100783
10 C -1.401805 -0.479240 3.112496
11 C -2.077981 -0.959955 4.219751
12 C -3.449139 -0.767639 4.334831
13 C -4.139821 -0.075908 3.352211
14 C -3.470320 0.412466 2.239737
15 C -2.449288 1.681538 -0.358620
16 C -2.399759 3.002783 -0.785505
17 C -3.269974 3.450348 -1.772783
18 C -4.178253 2.576374 -2.346811
19 C -4.220292 1.246502 -1.937824
20 C -3.358407 0.797330 -0.953823
21 P 1.272301 1.747804 0.474274
22 C 1.648606 3.193693 -0.539510
23 C 0.970085 4.400256 -0.429443
24 C 1.314432 5.467638 -1.249484
25 C 2.332498 5.329567 -2.179312
26 C 3.019566 4.124803 -2.288028
27 C 2.682555 3.061095 -1.469784
28 C 2.718695 1.631459 1.536484
29 C 3.093702 2.752496 2.286567
30 C 4.231000 2.714008 3.071045
31 C 5.021448 1.569447 3.092002
32 C 4.678615 0.471138 2.320684
33 C 3.529307 0.500123 1.541958
34 H -1.316983 8.024853 1.272280
35 H -1.552512 6.516590 0.382943
36 H -0.092608 6.762342 1.393192
37 H -2.052646 4.279616 1.526426
38 H -2.513123 4.078755 3.203577
39 H -0.203298 4.377274 3.960123
40 H 0.369520 4.660240 2.337595
41 H -0.979610 2.096654 3.309255
42 H 0.750609 2.320881 3.280203
43 H -0.329709 -0.613699 3.043815
44 H -1.535133 -1.483050 4.995261
45 H -3.977435 -1.150705 5.197492
46 H -5.203856 0.090860 3.450266
47 H -4.021158 0.964468 1.491628
48 H -1.678335 3.685315 -0.363082
49 H -3.233719 4.483356 -2.092170
50 H -4.855369 2.926259 -3.114276
51 H -4.926282 0.561469 -2.388055
52 H -3.394478 -0.242888 -0.645652
53 H 0.181379 4.518737 0.300880
54 H 0.788581 6.408743 -1.154875
55 H 2.600729 6.162646 -2.814830
56 H 3.824058 4.024243 -3.004203
57 H 3.235281 2.128745 -1.542485
58 H 2.507721 3.663555 2.244978
59 H 4.511723 3.579290 3.655901
60 H 5.915498 1.544218 3.700432
61 H 5.307573 -0.408842 2.319875
62 H 3.281712 -0.355531 0.929139
63 O -0.821112 -1.608135 -1.548632
64 S -1.253278 -1.387759 -3.016765
65 O -1.917610 -2.557819 -3.502796
66 O 0.288457 -1.538226 -3.790760
67 S -0.098939 1.308487 -2.379753
68 N 3.688022 -0.722940 -3.785260
69 C 2.426868 -0.739621 -4.528870
70 C 1.263301 -0.630718 -3.521281
71 O 0.717758 0.723970 -3.634441
72 O 1.763543 -0.773579 -2.224692
73 H 4.184831 -1.601060 -3.861848
74 H 2.764492 -0.677943 -2.360369
75 H 4.310591 0.012087 -4.091302
76 H 2.284586 -1.656192 -5.096563
77 H 2.359003 0.102347 -5.213799
78 C 1.847844 -5.151069 -2.396891
79 C 2.516600 -4.168212 -1.444576
80 C 2.189768 -4.430295 0.017646
81 N 0.758864 -4.256092 0.311549
82 C 0.159450 -3.144497 0.652045
83 S 1.087031 -1.673727 0.955806
84 N -1.151752 -3.106798 0.944720
85 C -2.126002 -4.148719 1.144311
86 O -2.948489 -3.942251 1.992343
87 C -2.084759 -5.351727 0.287444
88 C -1.847080 -5.245375 -1.082485
89 C -1.913524 -6.380879 -1.874433
90 C -2.197987 -7.611962 -1.297797
91 C -2.438375 -7.714050 0.067622
92 C -2.400227 -6.581763 0.862968
93 H 2.122160 -4.945563 -3.431283
94 H 0.760013 -5.087887 -2.334950
95 H 2.142371 -6.178516 -2.175980
96 H 2.214676 -3.147546 -1.683948
97 H 3.603830 -4.221081 -1.545130
98 H 2.755111 -3.778829 0.679802
99 H 2.422954 -5.460878 0.285928
100 H 0.171178 -5.078237 0.216120
101 H -1.458195 -2.247328 1.385914
102 H -1.651147 -4.277855 -1.531150
103 H -1.759492 -6.300813 -2.942202
104 H -2.245895 -8.497023 -1.918092
105 H -2.669185 -8.674400 0.507569
106 H -2.614893 -6.636583 1.921947

Forces on the atoms, in the same order (eV/Å):
-0.36 0.49 -0.87
-0.01 0.00 0.00
0.01 0.01 -0.01
-0.01 -0.01 0.00
0.02 0.02 0.03
0.01 -0.01 -0.04
0.00 0.01 0.07
-0.08 0.14 -0.14
-0.11 0.04 -0.06
0.08 -0.01 0.01
0.01 -0.02 -0.02
-0.02 -0.01 0.00
-0.01 0.00 0.00
0.03 -0.07 0.02
-0.05 -0.06 0.04
0.02 0.01 0.02
-0.01 0.00 -0.01
0.00 -0.01 0.01
-0.01 0.02 -0.02
0.01 -0.01 0.02
0.12 0.03 0.20
0.01 0.01 -0.01
-0.02 -0.01 0.00
0.01 0.00 -0.01
0.01 0.00 0.00
-0.01 0.01 0.00
0.00 -0.01 -0.01
0.02 -0.01 0.00
-0.02 0.02 -0.01
0.01 -0.02 0.00
0.00 0.01 0.01
0.00 0.00 -0.01
0.00 -0.01 0.02
0.00 0.00 0.00
0.00 0.00 0.00
0.01 0.00 0.01
-0.01 -0.02 0.01
0.00 0.01 0.00
0.02 0.00 0.00
-0.02 0.01 0.02
-0.03 0.01 -0.02
-0.01 0.00 0.02
0.00 0.00 -0.02
0.00 0.00 0.00
0.00 0.00 0.00
0.00 0.00 0.00
0.00 0.00 0.02
0.03 0.01 0.01
0.00 0.00 0.00
0.00 0.00 0.00
0.00 0.00 0.00
0.01 0.00 -0.01
-0.03 -0.01 -0.03
0.00 0.00 0.00
0.00 0.00 0.00
0.00 0.00 0.00
0.00 0.00 0.00
0.00 0.00 0.00
0.00 0.00 0.00
0.00 0.00 0.00
0.00 0.00 0.00
0.00 -0.01 0.00
0.07 0.03 0.08
-0.10 -0.09 0.12
0.02 -0.04 0.04
0.09 0.05 -0.09
0.29 -0.45 0.55
-0.01 -0.04 -0.01
0.04 0.07 0.02
-0.05 -0.17 0.01
-0.08 0.12 0.04
0.08 -0.09 -0.01
0.01 0.01 -0.02
-0.01 0.03 0.01
-0.02 0.02 0.02
0.00 -0.03 0.04
-0.01 -0.03 -0.04
-0.01 0.00 0.00
0.01 -0.03 0.00
-0.04 -0.01 0.01
-0.01 0.01 -0.01
0.11 -0.02 0.01
0.03 -0.18 0.05
-0.07 0.14 -0.04
-0.05 -0.02 0.07
0.02 0.02 -0.01
0.01 0.00 0.01
0.02 0.03 -0.03
-0.01 0.02 -0.01
0.00 -0.01 0.01
0.01 0.00 0.00
0.00 -0.02 -0.01
0.00 0.00 0.01
-0.01 0.00 0.00
0.00 0.00 0.00
0.00 0.06 -0.02
-0.01 -0.01 -0.01
-0.01 0.02 -0.01
0.01 0.00 0.00
0.00 0.01 -0.01
0.00 0.02 0.03
0.02 0.02 -0.02
0.00 0.00 0.00
0.00 0.00 0.00
0.00 0.00 0.00
0.00 0.00 0.00